{"formula": "C9H38BF4N18O10", "method": "ωB97M-V/def2-TZVPD", "homo_ev": -6.555, "orbital_gap_ev": 8.463, "largest_force_ev_per_a": 8.5, "molar_mass_g_mol": 645.32, "e_above_lowest_kcal_mol": 100.3, "total_charge": -1, "species": ["B", "F", "F", "F", "F", "O", "H", "H", "C", "O", "N", "N", "H", "H", "H", "H", "C", "O", "N", "N", "H", "H", "H", "H", "C", "O", "N", "N", "H", "H", "H", "H", "C", "O", "N", "N", "H", "H", "H", "H", "C", "O", "N", "N", "H", "H", "H", "H", "C", "O", "N", "N", "H", "H", "H", "H", "C", "O", "N", "N", "H", "H", "H", "H", "C", "O", "N", "N", "H", "H", "H", "H", "C", "O", "N", "N", "H", "H", "H", "H"], "positions_angstrom": [[3.61033, -14.01928, -21.17367], [4.32025, -12.93696, -20.72155], [4.32765, -15.21830, -21.27721], [2.52268, -14.00757, -20.41827], [3.12579, -13.79244, -22.49511], [0.92636, -16.22597, -22.23270], [1.47578, -15.65525, -21.69546], [0.31740, -16.62638, -21.61216], [6.92601, -11.46747, -19.03210], [7.35976, -11.51421, -20.13872], [7.64696, -11.15764, -17.95250], [5.72415, -11.76115, -18.62797], [8.64809, -11.20622, -18.07686], [7.25753, -11.48234, -17.07899], [5.01146, -11.98257, -19.30852], [5.51445, -11.77405, -17.64006], [3.60234, -10.95866, -25.43498], [4.24685, -10.87265, -26.49719], [3.30723, -9.90894, -24.66739], [3.15212, -11.98630, -24.92266], [2.75580, -10.10229, -23.84359], [3.68780, -8.99431, -24.86413], [2.86638, -11.92834, -23.95565], [3.30678, -12.86152, -25.40241], [3.95140, -14.23820, -17.24088], [4.41506, -14.30584, -16.10968], [2.95194, -13.46952, -17.58483], [4.26314, -15.04249, -18.22629], [2.56235, -13.56060, -18.51220], [2.60595, -12.76755, -16.94637], [5.04913, -15.67282, -18.15553], [3.84848, -14.79808, -19.11422], [6.97434, -14.12863, -23.33297], [7.91893, -14.12393, -24.05550], [6.85711, -13.67435, -22.12729], [5.81497, -14.56806, -23.78143], [5.98093, -13.90228, -21.67957], [7.65004, -13.41805, -21.55662], [4.96096, -14.40850, -23.26635], [5.95193, -15.11149, -24.62169], [-0.63110, -14.61403, -18.47999], [0.26132, -15.31697, -18.06348], [-0.65770, -14.01628, -19.68313], [-1.50602, -14.22800, -17.67285], [0.21864, -13.89909, -20.17138], [-1.45464, -13.42439, -19.86928], [-1.33431, -14.54296, -16.72870], [-2.30657, -13.69326, -17.97825], [6.69025, -9.46668, -22.85376], [6.76024, -8.42198, -23.50926], [5.72847, -9.72343, -21.92944], [7.58855, -10.44616, -23.01751], [5.52820, -10.65867, -21.60491], [5.07891, -8.95311, -21.86029], [7.59989, -11.26776, -22.43020], [8.28958, -10.18261, -23.69516], [1.23012, -11.23762, -22.32069], [0.85806, -10.20239, -22.82914], [2.26822, -11.12744, -21.55351], [0.69984, -12.35317, -22.52077], [2.63127, -10.18594, -21.59682], [2.80763, -11.96140, -21.37013], [-0.15566, -12.35445, -23.05763], [1.30001, -13.16531, -22.53874], [3.95401, -16.85349, -24.69233], [3.40219, -15.89256, -25.09125], [3.73257, -17.43749, -23.56329], [4.92286, -17.34623, -25.48718], [4.18863, -18.32450, -23.40421], [3.00513, -17.05577, -22.97573], [5.23510, -16.78227, -26.26471], [5.01436, -18.34784, -25.57940], [8.69577, -16.85884, -20.88406], [9.70406, -17.45680, -20.66455], [8.00186, -15.95531, -20.13771], [8.06485, -16.91420, -21.98257], [6.99729, -15.88375, -20.21393], [8.60446, -15.51535, -19.45696], [8.58455, -17.46621, -22.64987], [7.47046, -16.12346, -22.18639]], "mulliken_charge": [0.4952, 0.0828, 0.0658, -0.2630, 0.1318, -0.6912, 0.2455, 0.2868, 0.4007, -0.5614, -0.5261, -0.1987, 0.2705, 0.1690, 0.1804, 0.1835, 0.5785, -0.7858, -0.2532, -0.1729, 0.0600, 0.2081, 0.1960, 0.1457, 0.4610, -0.7480, -0.0860, -0.0952, 0.1001, 0.1881, 0.1903, -0.2730, 0.3867, -0.7532, 0.3462, 0.2030, -0.6288, 0.2824, -0.1334, -0.0626, 0.6390, -0.6393, -0.3139, -0.3923, 0.0941, 0.1771, 0.2408, 0.1594, 0.4582, -0.7588, -0.1984, -0.2126, 0.0586, 0.2153, 0.1550, 0.1835, -0.0989, -0.7344, -0.0770, -0.0468, 0.2185, -0.0745, 0.2402, 0.0422, 0.6721, -0.5966, -0.3161, -0.4466, 0.1615, 0.1296, 0.2196, 0.1778, 0.4762, -0.6697, -0.3227, -0.2842, 0.2246, 0.1423, 0.2290, 0.2425]}